(P)
{
  "formula": "C2H3N3S2",
  "method": "ωB97M-V/def2-TZVPD",
  "lumo_energy_ev": [-0.69, -0.69],
  "e_homo_ev": [-8.8, -8.8],
  "charge": 0,
  "spin_multiplicity": 1,
  "symbols": ["C", "C", "N", "N", "N", "S", "S", "H", "H", "H"],
  "xyz": [[-0.49, -0.67, 0.95], [-0.76, 0.75, 0.73], [-0.29, -1.35, -0.25], [-0.14, -0.43, -1.20], [0.46, 0.77, -0.80], [1.12, -1.02, 1.37], [2.01, 0.43, -0.21], [-1.68, 0.91, 0.27], [-0.33, 1.44, 1.28], [0.08, -0.82, -2.14]]
}

(Q)
{
  "formula": "C2H3N3S2",
  "method": "ωB97M-V/def2-TZVPD",
  "lumo_energy_ev": 0.13,
  "e_homo_ev": -9.0,
  "charge": 0,
  "spin_multiplicity": 1,
  "smiles": "N#C/C(=N/S)NS",
  "symbols": ["N", "C", "C", "N", "S", "N", "S", "H", "H", "H"],
  "xyz": [[-3.18, -0.14, -0.33], [-2.06, -0.04, -0.16], [-0.60, 0.00, -0.09], [-0.22, 1.23, -0.27], [1.38, 1.73, -0.12], [0.11, -1.08, 0.32], [1.49, -1.66, -0.40], [1.08, 3.02, -0.31], [-0.40, -1.79, 0.87], [2.41, -1.27, 0.49]]
}

Sorted by energy, starting with the most stable: (Q), (P).

(P)
{
  "formula": "C3H3FN2O",
  "method": "ωB97M-V/def2-TZVPD",
  "lumo_energy_ev": [0.56, 0.56],
  "e_homo_ev": [-7.4, -7.4],
  "charge": 0,
  "spin_multiplicity": 1,
  "symbols": ["C", "C", "C", "N", "N", "O", "F", "H", "H", "H"],
  "xyz": [[1.46, -0.48, 0.88], [-0.65, 0.27, 0.45], [0.69, 0.10, -1.21], [0.21, -0.25, 1.22], [-1.97, 0.21, 0.20], [1.70, -0.15, -0.43], [0.92, 0.78, -2.33], [2.32, -0.62, 1.43], [-2.59, -0.48, 0.55], [-2.08, 0.62, -0.77]]
}

(Q)
{
  "formula": "C3H3FN2O",
  "method": "ωB97M-V/def2-TZVPD",
  "lumo_energy_ev": 0.60,
  "e_homo_ev": -9.8,
  "charge": 0,
  "spin_multiplicity": 1,
  "smiles": "[O-][N+]1=N[C@H]1/C=C/F",
  "symbols": ["O", "N", "N", "C", "C", "C", "F", "H", "H", "H"],
  "xyz": [[1.44, -1.10, -1.49], [1.38, -0.38, -0.54], [1.50, 0.75, -0.05], [0.72, -0.21, 0.72], [-0.72, -0.10, 0.57], [-1.18, 0.63, -0.40], [-2.53, 0.66, -0.53], [1.25, -0.66, 1.53], [-1.30, -0.63, 1.22], [-0.56, 1.05, -1.03]]
}

Sorted by energy, starting with the most stable: (P), (Q).

(P)
{
  "formula": "C3H3FN2O",
  "method": "ωB97M-V/def2-TZVPD",
  "lumo_energy_ev": [-0.07, -0.08],
  "e_homo_ev": [-8.4, -8.4],
  "charge": 0,
  "spin_multiplicity": 1,
  "symbols": ["C", "C", "C", "N", "N", "O", "F", "H", "H", "H"],
  "xyz": [[0.66, 0.87, 0.79], [-0.56, 0.15, 1.12], [1.22, 0.53, -0.35], [-0.98, -0.77, 0.32], [-0.21, -1.20, -0.62], [-0.76, -1.42, -1.83], [2.38, 0.73, -0.93], [0.93, 1.68, 1.45], [-1.12, 0.34, 2.01], [-1.58, -0.90, -1.96]]
}

(Q)
{
  "formula": "C3H3FN2O",
  "method": "ωB97M-V/def2-TZVPD",
  "lumo_energy_ev": [-1.47, -1.47],
  "e_homo_ev": [-10.1, -10.0],
  "charge": 0,
  "spin_multiplicity": 1,
  "symbols": ["C", "C", "C", "N", "N", "O", "F", "H", "H", "H"],
  "xyz": [[-1.06, -0.65, -0.12], [0.20, -0.07, 0.00], [-1.84, 0.48, -0.08], [-1.25, 1.62, 0.05], [0.03, 1.27, 0.09], [-4.14, 0.55, -0.08], [-4.46, -0.76, 0.06], [-1.33, -1.67, -0.21], [1.16, -0.53, 0.02], [0.74, 1.98, 0.19]]
}

Sorted by energy, starting with the most stable: (P), (Q).

(P)
{
  "formula": "C2H9NS2",
  "method": "ωB97M-V/def2-TZVPD",
  "lumo_energy_ev": -0.22,
  "e_homo_ev": -8.8,
  "charge": 0,
  "spin_multiplicity": 1,
  "smiles": "CNC.SS",
  "symbols": ["C", "N", "C", "H", "H", "H", "H", "H", "H", "H", "S", "S", "H", "H"],
  "xyz": [[-1.96, -0.71, 0.02], [-1.07, 0.46, -0.25], [-0.56, 1.04, 1.00], [-2.99, -0.45, -0.24], [-1.99, -0.92, 1.10], [-1.70, -1.61, -0.52], [-0.34, 0.08, -0.85], [-0.09, 0.30, 1.66], [0.19, 1.78, 0.71], [-1.42, 1.49, 1.47], [3.01, -1.48, -1.08], [3.13, 0.70, -1.23], [1.73, -1.37, -1.55], [4.07, 0.71, -0.25]]
}

(Q)
{
  "formula": "C2H9NS2",
  "method": "ωB97M-V/def2-TZVPD",
  "lumo_energy_ev": -0.31,
  "e_homo_ev": -8.6,
  "charge": 0,
  "spin_multiplicity": 1,
  "smiles": "CNC.SS",
  "symbols": ["C", "N", "C", "H", "H", "H", "H", "H", "H", "H", "S", "S", "H", "H"],
  "xyz": [[0.62, -0.90, 1.38], [-0.65, -0.13, 1.22], [-1.60, -0.53, 0.20], [1.05, -0.65, 2.28], [0.50, -1.97, 1.33], [1.32, -0.55, 0.56], [-0.36, 0.81, 0.94], [-1.13, -0.76, -0.75], [-2.30, 0.31, -0.14], [-2.21, -1.37, 0.57], [2.27, 1.17, -2.22], [0.12, 1.66, -2.14], [2.07, 0.03, -1.54], [0.30, 2.89, -1.69]]
}

Sorted by energy, starting with the most stable: (P), (Q).

(P)
{
  "formula": "C2H9NS2",
  "method": "ωB97M-V/def2-TZVPD",
  "lumo_energy_ev": 0.75,
  "e_homo_ev": -7.8,
  "charge": 0,
  "spin_multiplicity": 1,
  "smiles": "CSS.CN",
  "symbols": ["C", "S", "S", "H", "H", "H", "H", "C", "N", "H", "H", "H", "H", "H"],
  "xyz": [[1.65, -0.31, -1.55], [1.95, -2.07, -1.94], [0.07, -2.77, -2.28], [0.60, -0.31, -0.99], [2.47, -0.08, -0.77], [1.52, 0.29, -2.44], [-0.63, -1.69, -2.10], [-1.61, 1.08, 2.02], [-0.50, 0.60, 1.06], [-1.21, 1.78, 2.90], [-2.46, 1.46, 1.55], [-1.95, 0.15, 2.42], [0.36, 0.52, 1.62], [-0.27, 1.36, 0.51]]
}

(Q)
{
  "formula": "C2H9NS2",
  "method": "ωB97M-V/def2-TZVPD",
  "lumo_energy_ev": -1.86,
  "e_homo_ev": -8.9,
  "charge": 0,
  "spin_multiplicity": 1,
  "symbols": ["C", "C", "S", "N", "H", "H", "H", "H", "H", "H", "H", "H", "S", "H"],
  "xyz": [[0.08, -0.20, -0.04], [1.58, -0.49, -0.18], [1.85, -2.30, -0.19], [-0.02, 1.26, -0.08], [-0.36, -0.72, 0.82], [-0.40, -0.58, -0.96], [2.17, -0.03, 0.62], [1.86, -0.06, -1.14], [3.20, -2.41, -0.20], [-2.52, 0.53, -1.09], [0.32, 1.63, 0.80], [-1.07, 1.41, 0.06], [-2.74, 0.73, 0.96], [-3.94, 1.24, 0.62]]
}

Sorted by energy, starting with the most stable: (P), (Q).

(P)
{
  "formula": "C5H9NO4",
  "method": "ωB97M-V/def2-TZVPD",
  "lumo_energy_ev": 0.40,
  "e_homo_ev": -10.5,
  "charge": 0,
  "spin_multiplicity": 1,
  "smiles": "CCN1C(=O)COC1=O.O",
  "symbols": ["C", "C", "N", "C", "O", "C", "O", "C", "O", "H", "H", "H", "H", "H", "H", "H", "O", "H", "H"],
  "xyz": [[2.04, 1.36, -0.91], [1.48, 0.48, 0.19], [0.06, 0.21, 0.02], [-0.93, 0.89, 0.69], [-0.75, 1.80, 1.46], [-2.25, 0.19, 0.42], [-1.95, -0.96, -0.34], [-0.43, -0.83, -0.77], [-0.06, -1.10, -1.89], [1.40, 2.24, -1.08], [3.04, 1.71, -0.62], [2.14, 0.80, -1.85], [2.00, -0.48, 0.23], [1.59, 0.96, 1.17], [-2.71, -0.08, 1.37], [-2.91, 0.85, -0.17], [-0.32, -2.85, 0.37], [-1.44, -2.52, 0.47], [0.02, -2.65, 1.25]]
}

(Q)
{
  "formula": "C5H9NO4",
  "method": "ωB97M-V/def2-TZVPD",
  "lumo_energy_ev": [-1.31, -1.95],
  "e_homo_ev": [-9.2, -9.3],
  "charge": 0,
  "spin_multiplicity": 1,
  "symbols": ["C", "C", "C", "O", "H", "C", "C", "O", "O", "N", "O", "H", "H", "H", "H", "H", "H", "H", "H"],
  "xyz": [[-2.11, -1.79, 0.88], [-1.23, -0.70, 0.33], [-1.72, 0.65, -0.05], [-1.68, 1.48, 1.08], [-2.28, 2.24, 0.97], [0.05, -1.02, 0.07], [1.12, 0.01, -0.35], [2.15, -0.76, -0.10], [3.93, 2.18, -0.59], [4.62, 1.39, -1.21], [5.61, 1.49, -1.98], [-3.16, -1.43, 0.93], [-2.03, -2.66, 0.23], [-1.79, -2.13, 1.87], [-0.97, 1.06, -0.78], [-2.73, 0.56, -0.53], [0.34, -2.10, 0.17], [0.85, 0.60, -1.30], [1.04, 0.92, 0.36]]
}

Sorted by energy, starting with the most stable: (P), (Q).